<one>
This record from the Open Molecules 2025 dataset describes the molecule C20H26N2O3S2. The level of theory is ωB97M-V/def2-TZVPD.

## Properties
SMILES string: CN(c1ccc(C(=O)NCCSC(C)(C)C)cc1)S(=O)(=O)c1ccccc1
Spin multiplicity: 1
Total charge: 0
Lowest unoccupied orbital energy, eV: 0.55
E_HOMO, eV: -8.596

Positions of all 53 atoms, in Å:
C (0.389, 3.141, -5.379)
C (0.091, -1.245, 0.664)
H (-5.196, -0.598, 5.691)
H (-0.636, -2.266, -3.493)
C (-3.212, -0.685, 6.540)
N (0.403, -0.504, -2.944)
H (0.068, -1.384, 5.404)
O (2.194, 0.370, 3.124)
C (1.185, -0.142, 2.675)
H (-0.692, -0.876, 3.081)
C (-4.543, -1.328, 6.163)
C (0.261, 2.938, -6.745)
O (1.660, -1.673, -4.820)
C (0.812, 2.105, -4.563)
C (1.660, 0.532, 0.349)
H (-0.067, 3.748, -7.379)
H (-5.036, -1.714, 7.053)
S (-2.543, -0.035, 4.930)
N (0.199, -0.620, 3.477)
H (-2.072, -2.514, 6.408)
H (2.048, 1.111, -1.666)
H (-2.500, 0.960, 7.768)
C (-3.437, 0.477, 7.497)
H (2.346, 1.247, 0.778)
H (1.212, -0.312, -6.882)
H (-4.087, 1.220, 7.042)
H (-0.861, -0.847, -4.523)
C (0.976, 0.663, -6.487)
H (-0.748, 1.505, 4.788)
C (-0.864, 0.569, 5.333)
H (-1.640, -0.896, -2.929)
H (-0.438, -1.946, 1.293)
C (1.100, 0.878, -5.129)
C (-0.075, -1.335, -0.705)
H (-3.906, 0.116, 8.411)
H (-1.325, -1.281, 7.435)
H (-0.735, -2.089, -1.103)
C (-0.751, -1.179, -3.492)
H (-2.730, -2.173, 8.010)
C (0.552, 1.703, -7.300)
C (0.214, -0.421, 4.904)
H (-0.815, 0.770, 6.400)
H (0.452, 1.549, -8.364)
H (-4.386, -2.148, 5.466)
C (-2.270, -1.724, 7.130)
O (2.882, -0.058, -3.425)
C (0.610, -0.475, -1.565)
C (1.485, 0.462, -1.016)
C (0.952, -0.301, 1.213)
H (0.161, 4.106, -4.951)
H (1.202, -0.028, 5.158)
H (0.919, 2.235, -3.498)
S (1.668, -0.451, -4.068)

<two>
This record from the Open Molecules 2025 dataset describes the molecule C20H26N2O3S2. The level of theory is ωB97M-V/def2-TZVPD.

## Properties
SMILES string: Cc1cccc(N(CC(=O)NCCSCc2ccccc2)S(C)(=O)=O)c1C
Spin multiplicity: 1
Total charge: 0
Lowest unoccupied orbital energy, eV: 0.63
E_HOMO, eV: -8.663

Positions of all 53 atoms, in Å:
H (-3.060, -1.647, 0.762)
H (-1.648, 2.833, -1.302)
H (0.986, -0.076, -2.772)
O (-3.762, 1.489, -0.921)
C (2.949, -3.371, 0.142)
C (1.545, -1.332, 1.384)
C (1.288, 2.950, 0.305)
C (1.228, -0.254, -1.723)
C (3.488, 2.541, -0.535)
H (3.430, -0.352, 1.579)
O (-2.121, 0.284, 1.340)
C (3.621, -2.251, 0.604)
C (-3.133, -2.237, -0.148)
C (1.715, 1.000, -1.064)
H (-0.858, -3.384, 1.806)
C (3.052, 1.391, -1.179)
H (0.344, -0.620, -1.209)
S (-1.469, -2.941, -0.468)
H (4.525, 2.833, -0.617)
H (1.002, -0.529, 1.860)
H (3.494, -4.167, -0.345)
H (-3.092, 2.790, 0.802)
C (4.018, 0.571, -1.978)
H (-3.688, -1.933, -2.218)
N (-0.524, 1.404, -0.215)
H (4.987, 1.062, -2.026)
H (-4.495, -0.833, -1.062)
H (-2.545, 2.943, 2.490)
C (-2.708, 0.960, -1.211)
C (0.867, -2.457, 0.930)
H (-1.622, -0.699, -1.636)
C (-2.233, 2.902, 1.454)
H (-0.900, 1.530, -2.253)
H (-1.026, -1.633, 1.491)
H (1.985, -1.033, -1.681)
N (-2.560, -0.327, -1.550)
H (0.602, 3.544, 0.887)
H (4.151, -0.410, -1.521)
C (1.580, -3.474, 0.306)
C (-0.613, -2.569, 1.120)
O (-0.177, 1.415, 2.271)
C (0.838, 1.800, -0.326)
H (4.693, -2.175, 0.484)
H (2.971, 4.202, 0.711)
H (-3.835, -3.060, -0.017)
C (2.617, 3.313, 0.210)
C (-3.559, -1.341, -1.307)
H (3.652, 0.421, -2.992)
S (-1.228, 1.408, 1.298)
C (-1.404, 1.762, -1.311)
C (2.916, -1.233, 1.223)
H (1.052, -4.343, -0.060)
H (-1.640, 3.771, 1.201)

Bottom line: <two>, by a margin of 6.7 kcal/mol.

<one>
This record from the Open Molecules 2025 dataset describes a cluster of 4 separate species, C4H17N2O2 in total. The level of theory is ωB97M-V/def2-TZVPD.

## Properties
Spin multiplicity: 1
Total charge: +1
Lowest unoccupied orbital energy, eV: -8.77
E_HOMO, eV: -13.620

Positions of all 25 atoms, in Å:
O (1.969, -0.524, 0.404)
H (1.212, -1.134, 0.302)
C (-1.017, 0.881, -1.377)
H (-3.121, 0.667, -0.528)
O (4.761, 0.847, -0.215)
C (-2.029, 0.512, -0.255)
N (-0.589, -1.569, -0.151)
C (-2.536, -1.033, 1.701)
H (-3.641, -1.375, 1.819)
H (-0.719, -0.046, -1.883)
H (5.304, 0.539, -0.952)
H (-2.721, -1.560, -0.332)
H (-2.387, -0.035, 2.353)
H (-0.408, 0.420, 1.639)
H (-0.604, -0.885, 0.851)
H (0.476, 1.180, 0.061)
H (-1.870, 1.296, 0.511)
H (4.824, 1.796, 0.023)
H (-0.821, -2.483, -0.408)
H (-1.902, -1.835, 2.183)
N (-0.022, 1.742, -0.662)
H (-1.454, 1.715, -1.982)
C (-1.920, -0.901, 0.167)
H (0.508, 2.225, -1.362)
H (2.785, -1.048, 0.477)

<two>
This record from the Open Molecules 2025 dataset describes a cluster of 3 separate species, C4H17N2O2 in total. The level of theory is ωB97M-V/def2-TZVPD.

## Properties
Spin multiplicity: 1
Total charge: +1
Lowest unoccupied orbital energy, eV: -3.11
E_HOMO, eV: -12.776

Positions of all 25 atoms, in Å:
N (-0.261, 0.481, 1.245)
H (-0.691, -2.324, 2.301)
H (-3.335, -0.143, 0.782)
H (2.386, 1.715, -1.379)
C (1.462, 1.197, -1.352)
H (-3.274, -1.393, 1.403)
H (-1.027, 0.297, 1.917)
H (-1.637, 1.812, 0.382)
H (1.295, 1.237, -2.449)
H (0.520, 2.925, 0.048)
O (-1.141, -3.022, 1.870)
H (2.317, -1.130, -2.414)
H (-0.008, 2.833, -1.352)
H (2.039, -0.210, 0.201)
O (-2.803, -0.571, 1.549)
C (0.310, 2.085, -0.703)
C (1.553, -1.352, -1.528)
H (0.295, -0.337, 1.043)
N (1.538, -0.099, -0.648)
H (-0.601, -3.377, 1.184)
H (-1.073, 0.487, -0.724)
H (0.418, 1.254, 1.568)
C (-0.820, 1.223, -0.045)
H (1.907, -2.086, -0.925)
H (0.630, -1.502, -1.974)

Bottom line: <two>, by a margin of 193.2 kcal/mol.